{"formula": "H15O7", "method": "ωB97M-V/def2-TZVPD", "species": ["O", "H", "H", "H", "O", "H", "H", "O", "H", "H", "O", "H", "H", "O", "H", "H", "O", "H", "H", "O", "H", "H"], "xyz": [[-0.49450, 0.23664, -0.00632], [0.33650, -0.19336, -0.32632], [-0.94950, -0.29836, 0.66768], [-0.16850, 0.99364, 0.53868], [1.10850, -1.72636, 2.18568], [1.55750, -2.18736, 1.59868], [1.86650, -1.23336, 2.64868], [0.49650, 2.58564, 0.88068], [-0.05050, 3.37064, 0.99968], [1.07950, 2.67064, 0.03368], [-1.21050, 0.16064, 2.58268], [-0.69150, -0.29736, 3.30368], [-1.69650, 1.03164, 2.93368], [-0.80550, -2.10136, -2.54432], [-1.06350, -1.27536, -2.64932], [-1.26850, -2.69536, -1.88832], [1.99350, -0.29536, -0.54432], [2.29850, -1.16436, -0.33232], [2.67050, 0.12464, -1.24232], [-1.32150, 0.67164, -2.90832], [-2.03950, 0.90964, -2.15032], [-1.64750, 0.71264, -3.78132]], "multiplicity": 1, "e_above_lowest_kj_mol": 325.73, "mol_weight_g_mol": 127.1, "charge": 1, "homo_ha": -0.519, "e_lumo_ha": -0.124, "orbital_gap_ha": 0.3950}